# C9H15FeO9

A structure of composition C9H15FeO9 in a non-equilibrium geometry (ωB97M-V with the def2-TZVPD basis set, OMol25).

LUMO (spin up / spin down) ... -2.19 / -8.89 eV
Expectation value of S² ... 12.02
Spin multiplicity ... 7
DFT total energy ... -2292.52521 Ha
HOMO level (spin up / spin down) ... -14.51 / -13.68 eV
Net charge ... +1
HOMO-LUMO gap (spin up / spin down) ... 12.3 / 4.8 eV

Geometry as XYZ:
```
34
Properties=species:S:1:pos:R:3:forces:R:3:lowdin_spin:R:1
Fe 4.21217 -12.54956 -15.12452 -1.08 -0.68 -1.22 4.25
C 0.25457 -13.39002 -14.95904 0.15 0.02 0.28 0.01
C 1.70176 -13.06228 -14.95158 2.62 -0.90 -0.45 0.02
O 2.64736 -13.86536 -14.55761 -1.21 0.22 0.35 0.24
O 2.22345 -11.98877 -15.39002 -0.76 0.69 0.24 0.20
H -0.15392 -13.52474 -15.96058 0.32 0.35 -0.18 0.00
H -0.22278 -12.52760 -14.49378 -0.37 -0.20 0.03 0.00
H 0.05410 -14.32849 -14.44214 0.14 0.27 0.29 0.00
C 7.07461 -14.94975 -13.44096 -0.67 -0.72 -0.36 0.01
C 6.01369 -14.06151 -14.04464 1.51 0.33 2.48 0.02
O 5.83487 -13.96206 -15.25644 -0.12 0.14 -2.66 0.26
O 5.24364 -13.29814 -13.39206 -0.23 0.29 0.88 0.31
H 6.65696 -15.44909 -12.56670 -0.08 -0.08 -0.07 0.00
H 8.04826 -14.57284 -13.12785 -0.37 0.91 -0.19 0.00
H 7.29983 -15.67267 -14.22503 -0.03 -0.26 0.15 0.00
C 5.74041 -8.78804 -15.49072 0.30 0.54 0.36 0.01
C 5.14808 -10.14557 -15.33564 -0.90 0.66 -0.18 0.02
O 4.74729 -10.65657 -14.24717 0.34 0.30 0.75 0.28
O 5.00019 -10.95698 -16.28307 0.41 -0.84 -1.02 0.29
H 6.74387 -8.93035 -15.08958 0.15 0.41 0.23 0.00
H 5.22139 -7.98996 -14.95989 -0.06 -0.54 0.76 0.00
H 5.85249 -8.30439 -16.46109 -0.15 -1.13 -0.51 0.00
C 3.24893 -12.46740 -19.53384 1.14 1.30 0.59 0.00
O 3.67118 -13.80518 -19.28975 0.36 -1.85 2.22 0.00
C 3.91547 -14.21841 -18.01417 -2.58 0.93 0.76 0.01
O 3.82889 -13.44265 -16.99870 0.91 -2.06 -2.99 0.05
O 3.90598 -15.56795 -17.98091 0.80 3.00 -1.53 0.00
C 4.08980 -16.28737 -16.80190 0.67 -1.59 0.93 0.00
H 4.13644 -11.86412 -19.34285 -0.07 0.38 -0.32 0.00
H 2.50286 -12.07701 -18.84169 -0.28 -0.58 -0.03 0.00
H 2.94882 -12.36306 -20.57651 0.01 -0.41 0.25 0.00
H 3.24589 -16.13689 -16.12865 0.32 -0.10 0.14 0.00
H 5.07912 -16.24084 -16.34673 -0.06 1.37 0.26 0.00
H 4.22075 -17.32118 -17.12158 -1.09 -0.15 -0.21 0.00
```
Positions in Å, forces in eV/Å.